1.
Density functional theory data (wB97M-V/def2-TZVPD) for a cluster of 13 separate species, C62H163N8O28P5 in total in a non-equilibrium geometry.

Positions of all 266 atoms, in Å:
C 1.714 -5.193 0.493
C 1.087 -4.322 1.621
C 0.058 -4.927 2.532
O 0.676 -5.860 3.415
C -0.090 -6.051 4.568
N 2.159 -3.657 2.373
H 0.976 -5.695 -0.148
H 2.357 -5.988 0.811
H 2.388 -4.537 -0.110
H 0.624 -3.484 1.030
H -0.647 -5.487 1.919
H -0.414 -4.154 3.121
H 0.045 -5.130 5.207
H 0.413 -6.901 5.064
H -1.106 -6.197 4.389
H 2.496 -4.121 3.188
H 2.911 -3.328 1.748
C -5.569 -4.534 -1.522
C -5.199 -3.258 -2.233
C -3.694 -3.135 -2.457
O -3.020 -2.973 -1.230
C -1.750 -2.275 -1.382
N -5.862 -3.180 -3.513
H -6.566 -4.864 -1.692
H -5.367 -4.442 -0.425
H -4.919 -5.340 -2.014
H -5.447 -2.487 -1.487
H -3.510 -2.318 -3.180
H -3.409 -4.071 -3.003
H -1.514 -1.883 -0.363
H -1.691 -1.546 -2.191
H -1.029 -3.148 -1.545
H -6.048 -2.223 -3.753
H -6.802 -3.489 -3.379
C -2.526 1.464 -6.165
C -2.891 0.076 -5.552
C -2.764 -0.980 -6.703
O -3.445 -0.743 -7.915
C -4.836 -0.689 -7.809
N -2.083 -0.329 -4.472
H -1.471 1.543 -6.424
H -2.743 2.209 -5.430
H -3.184 1.673 -7.070
H -3.938 -0.035 -5.246
H -3.099 -1.977 -6.253
H -1.729 -1.100 -6.982
H -5.151 -0.645 -8.856
H -5.238 0.091 -7.242
H -5.220 -1.618 -7.288
H -2.305 0.309 -3.666
H -1.054 -0.096 -4.621
C 2.368 -1.992 -4.043
C 3.570 -2.889 -4.007
C 4.822 -2.163 -3.374
O 5.073 -0.864 -3.842
C 5.395 -0.823 -5.239
N 3.384 -4.098 -3.214
H 2.484 -1.101 -4.608
H 2.256 -1.590 -3.029
H 1.471 -2.515 -4.382
H 3.890 -3.297 -4.943
H 5.717 -2.785 -3.574
H 4.662 -2.045 -2.352
H 5.448 0.259 -5.580
H 4.750 -1.406 -5.873
H 6.472 -1.147 -5.370
H 3.270 -3.755 -2.229
H 2.574 -4.578 -3.527
C 4.544 1.573 5.470
C 4.010 1.153 4.143
C 4.964 1.664 3.031
O 4.832 3.027 2.798
C 5.748 3.572 1.895
N 3.983 -0.332 4.055
H 5.580 1.362 5.633
H 3.975 0.951 6.179
H 4.300 2.594 5.767
H 3.042 1.637 4.020
H 4.818 1.114 2.039
H 5.969 1.381 3.273
H 6.838 3.642 2.289
H 5.471 4.596 1.614
H 5.824 2.954 0.975
H 3.268 -0.714 3.451
H 3.740 -0.715 4.962
C 2.713 -0.025 -0.920
C 1.319 -0.385 -0.486
C 1.287 -0.523 1.015
O -0.049 -0.836 1.426
C -0.055 -0.965 2.875
N 0.392 0.698 -0.880
H 3.256 -0.935 -1.085
H 3.260 0.647 -0.221
H 2.651 0.511 -1.896
H 1.082 -1.365 -0.862
H 1.684 0.374 1.450
H 1.960 -1.433 1.290
H -1.110 -1.194 3.134
H 0.272 -0.059 3.304
H 0.647 -1.757 3.202
H 0.377 0.841 -1.836
H -0.540 0.488 -0.590
C -5.802 -4.330 4.032
C -4.695 -4.036 4.991
C -3.323 -3.840 4.305
O -3.302 -2.694 3.439
C -3.277 -3.001 2.081
N -5.085 -3.009 5.939
H -5.669 -5.258 3.410
H -5.967 -3.504 3.353
H -6.772 -4.355 4.607
H -4.535 -4.931 5.711
H -3.027 -4.757 3.694
H -2.600 -3.729 5.127
H -2.411 -3.553 1.704
H -3.444 -2.117 1.431
H -4.158 -3.647 1.871
H -5.204 -2.106 5.483
H -4.360 -2.896 6.602
C -3.549 0.737 5.502
C -4.676 1.003 4.496
C -4.124 1.658 3.189
O -3.182 0.883 2.508
C -2.630 1.504 1.412
N -5.383 -0.220 4.174
H -2.941 1.665 5.795
H -2.875 0.007 5.085
H -4.038 0.210 6.276
H -5.350 1.745 5.005
H -3.579 2.561 3.384
H -5.014 1.885 2.493
H -3.248 1.301 0.537
H -1.706 0.981 1.098
H -2.449 2.607 1.536
H -6.230 -0.044 3.577
H -4.763 -0.764 3.594
C -0.196 2.795 4.079
C -0.112 2.323 5.563
O 0.716 1.131 5.692
P 0.701 0.091 6.861
O 1.659 -1.000 6.706
O -0.715 -0.527 7.104
C -0.962 -1.949 7.249
C -0.904 -2.444 8.698
O 1.011 1.089 8.046
C 1.063 0.577 9.367
C 1.164 1.717 10.344
H -0.658 2.125 3.347
H -0.735 3.793 4.012
H 0.821 2.961 3.693
H 0.419 3.048 6.132
H -1.065 2.130 5.968
H -2.037 -2.100 6.913
H -0.286 -2.446 6.616
H -1.392 -3.365 8.788
H 0.151 -2.623 9.005
H -1.401 -1.673 9.286
H 0.323 -0.171 9.523
H 2.011 0.027 9.443
H 1.988 2.405 10.141
H 0.175 2.142 10.264
H 1.297 1.415 11.362
C 2.833 3.726 -1.303
C 1.747 4.002 -0.196
O 0.595 4.679 -0.810
P 0.465 6.229 -0.903
O 1.585 6.955 -0.276
O 0.123 6.506 -2.439
C 0.974 7.613 -2.972
C 2.423 7.181 -3.080
O -0.976 6.486 -0.244
C -1.026 6.102 1.132
C -2.217 6.786 1.793
H 2.447 3.146 -2.147
H 3.145 4.712 -1.646
H 3.626 3.063 -0.940
H 1.285 3.030 0.125
H 2.182 4.569 0.639
H 0.456 7.721 -3.927
H 0.839 8.574 -2.377
H 2.928 7.965 -3.626
H 2.954 6.908 -2.154
H 2.536 6.342 -3.781
H -1.156 5.021 1.284
H -0.061 6.427 1.606
H -3.130 6.452 1.298
H -2.259 6.467 2.786
H -2.133 7.842 1.622
C -9.085 3.493 -2.469
C -8.058 3.363 -3.639
O -7.385 2.090 -3.508
P -6.123 1.594 -2.815
O -5.708 0.215 -3.157
O -5.041 2.703 -3.067
C -3.657 2.701 -2.642
C -3.453 4.033 -1.945
O -6.389 1.743 -1.281
C -6.158 0.655 -0.362
C -7.262 -0.341 -0.290
H -8.544 3.418 -1.524
H -9.763 4.367 -2.470
H -9.740 2.621 -2.607
H -8.546 3.325 -4.589
H -7.308 4.139 -3.674
H -3.536 1.857 -1.957
H -3.026 2.494 -3.468
H -2.412 4.165 -1.546
H -3.507 4.821 -2.713
H -4.136 4.236 -1.164
H -5.221 0.225 -0.715
H -6.039 1.056 0.632
H -8.103 0.306 0.034
H -7.352 -0.781 -1.251
H -6.943 -1.132 0.424
C 8.484 -1.933 -1.184
C 7.122 -2.208 -0.446
O 6.998 -3.667 -0.574
P 5.842 -4.271 0.348
O 4.564 -3.503 0.283
O 5.835 -5.736 -0.179
C 6.028 -6.284 -1.535
C 7.432 -6.887 -1.508
O 6.459 -4.307 1.793
C 5.615 -4.175 2.967
C 6.357 -3.205 3.865
H 8.509 -2.521 -2.089
H 8.571 -0.864 -1.483
H 9.394 -2.088 -0.526
H 7.249 -1.967 0.652
H 6.254 -1.706 -0.869
H 5.214 -7.037 -1.625
H 5.959 -5.472 -2.264
H 7.676 -7.326 -2.488
H 8.216 -6.153 -1.359
H 7.524 -7.694 -0.744
H 4.680 -3.679 2.669
H 5.329 -5.059 3.431
H 6.231 -2.189 3.560
H 5.974 -3.448 4.874
H 7.380 -3.468 3.855
C 1.252 2.326 -9.324
C 1.135 1.471 -8.045
O 2.169 1.908 -7.045
P 1.634 2.273 -5.609
O 0.829 1.259 -4.879
O 0.876 3.640 -5.964
C -0.103 4.125 -4.969
C -0.691 5.397 -5.575
O 2.843 2.714 -4.670
C 4.101 3.383 -5.064
C 5.065 2.986 -3.956
H 2.343 2.307 -9.588
H 0.649 1.886 -10.122
H 0.902 3.369 -9.238
H 0.195 1.548 -7.492
H 1.438 0.430 -8.239
H -0.905 3.430 -4.753
H 0.405 4.355 -4.052
H -1.347 5.906 -4.945
H 0.078 6.087 -5.889
H -1.300 5.133 -6.437
H 4.447 3.048 -6.016
H 3.873 4.488 -5.124
H 4.711 3.323 -3.026
H 4.882 1.839 -3.927
H 6.040 3.210 -4.310

Properties
Net charge: 0
Calculated total energy: -6711.8946 Eh
Kohn-Sham gap: 0.320 Eh
Lowest unoccupied orbital energy: 0.5 eV


2.
Density functional theory data (wB97M-V/def2-TZVPD) for a cluster of 2 separate species, H4N2O2Si in total in a non-equilibrium geometry.

Positions of all 9 atoms, in Å:
O -4.075 -1.752 -0.173
N -3.194 -0.958 0.077
Si -2.871 0.698 0.399
O -3.334 1.865 -0.431
H -1.998 0.617 1.538
N 0.691 -0.029 -0.462
H 0.926 -0.455 -1.351
H 1.375 0.695 -0.281
H 0.803 -0.742 0.251

Properties
Net charge: 0
Calculated total energy: -551.7846 Eh
SMILES string: O=N[SiH]=O.N
Kohn-Sham gap (alpha / beta): 0.304 / 0.299 Eh
Energy above the lowest of the compared OMol25 structures with the same formula, charge and spin: 81.3 kJ/mol
Lowest unoccupied orbital energy (alpha / beta): -1.2 / -1.5 eV


3.
Density functional theory data (wB97M-V/def2-TZVPD) for a cluster of 5 separate species, C37H85FN7 in total in a non-equilibrium geometry.

Positions of all 130 atoms, in Å:
C -3.584 -2.747 3.514
C -3.757 -1.579 2.850
C -3.159 -0.382 3.482
N -1.659 -0.362 3.614
C -1.401 0.905 3.969
N -0.311 1.261 4.591
F 0.616 0.344 4.939
N -2.359 1.802 3.608
C -3.275 0.962 2.815
C -4.589 1.503 2.290
C -5.711 1.908 3.292
C -5.485 1.738 4.816
C -6.676 0.955 5.435
C -6.609 -0.557 5.208
C -7.263 -1.065 3.921
C -7.422 -2.586 3.910
C -7.609 -3.146 2.494
H -3.918 -2.781 4.553
H -3.092 -3.614 3.089
H -4.353 -1.560 1.941
H -3.482 -0.467 4.536
H -1.273 -1.055 4.249
H -0.105 2.222 4.840
H -2.771 2.341 4.363
H -2.701 0.794 1.893
H -4.345 2.377 1.687
H -4.997 0.780 1.586
H -5.953 2.954 3.110
H -6.614 1.373 3.017
H -5.506 2.716 5.298
H -4.595 1.191 5.123
H -6.598 1.114 6.514
H -7.615 1.412 5.124
H -7.146 -1.031 6.035
H -5.593 -0.959 5.262
H -6.603 -0.831 3.074
H -8.220 -0.587 3.709
H -8.220 -2.888 4.588
H -6.495 -2.998 4.324
H -8.259 -4.017 2.457
H -8.038 -2.362 1.869
H -6.658 -3.454 2.060
C -5.150 -0.325 -4.091
C -3.861 0.463 -3.910
N -3.897 1.372 -2.778
C -2.802 2.329 -2.760
C -1.382 1.785 -2.578
C -4.214 0.770 -1.500
C -3.313 -0.369 -0.998
H -6.011 0.342 -4.156
H -5.101 -0.902 -5.015
H -5.317 -1.032 -3.277
H -3.705 1.055 -4.816
H -3.018 -0.242 -3.850
H -2.995 3.074 -1.981
H -2.839 2.890 -3.699
H -1.206 1.476 -1.547
H -0.653 2.566 -2.803
H -1.166 0.943 -3.235
H -5.240 0.392 -1.547
H -4.250 1.555 -0.739
H -3.093 -1.099 -1.778
H -3.816 -0.904 -0.188
H -2.369 0.001 -0.597
C 0.894 -0.838 0.073
C 1.423 -1.473 -1.206
N 1.980 -0.510 -2.136
C 2.216 -1.058 -3.462
C 3.260 -2.170 -3.605
C 3.033 0.344 -1.614
C 4.283 -0.330 -1.038
H 0.173 -0.048 -0.152
H 0.391 -1.595 0.679
H 1.696 -0.415 0.682
H 0.584 -1.975 -1.696
H 2.144 -2.260 -0.939
H 2.476 -0.240 -4.140
H 1.262 -1.442 -3.841
H 4.277 -1.786 -3.526
H 3.170 -2.630 -4.591
H 3.127 -2.960 -2.865
H 2.602 0.977 -0.832
H 3.334 1.048 -2.394
H 4.037 -1.167 -0.381
H 4.845 0.393 -0.443
H 4.954 -0.688 -1.817
C 1.732 4.073 -4.834
C 2.567 4.248 -6.095
N 3.994 4.299 -5.836
C 4.773 4.752 -6.978
C 4.780 3.879 -8.238
C 4.542 3.169 -5.108
C 4.352 1.769 -5.703
H 1.967 4.844 -4.098
H 0.672 4.153 -5.081
H 1.885 3.094 -4.374
H 2.271 5.193 -6.559
H 2.302 3.453 -6.810
H 5.805 4.918 -6.657
H 4.402 5.744 -7.256
H 5.394 2.988 -8.112
H 5.207 4.443 -9.070
H 3.776 3.573 -8.535
H 4.105 3.171 -4.104
H 5.607 3.342 -4.938
H 3.333 1.602 -6.057
H 4.554 1.019 -4.933
H 5.039 1.574 -6.524
C 3.897 -2.538 3.113
C 5.074 -3.297 3.713
N 6.178 -3.458 2.789
C 7.173 -4.420 3.240
C 7.961 -4.097 4.514
C 6.702 -2.232 2.211
C 7.216 -1.149 3.168
H 3.563 -3.002 2.183
H 3.059 -2.546 3.815
H 4.143 -1.493 2.912
H 4.716 -4.291 3.995
H 5.379 -2.799 4.646
H 7.878 -4.605 2.426
H 6.661 -5.376 3.391
H 8.712 -3.327 4.345
H 8.492 -4.990 4.850
H 7.313 -3.779 5.332
H 5.918 -1.790 1.590
H 7.496 -2.483 1.504
H 6.538 -0.979 4.006
H 7.310 -0.203 2.631
H 8.201 -1.387 3.564

Properties
Net charge: +1
Calculated total energy: -1943.4458 Eh
Kohn-Sham gap: 0.227 Eh
Lowest unoccupied orbital energy: -3.1 eV